# 1
{"formula": "C9H6BrN3O2", "method": "ωB97M-V/def2-TZVPD", "elements": ["C", "C", "C", "C", "C", "C", "C", "C", "C", "N", "N", "N", "O", "O", "Br", "H", "H", "H", "H", "H", "H"], "coordinates": [[1.68041, 0.75668, 0.36318], [-1.68257, 2.09286, 0.34252], [-2.96673, 1.66755, 0.46089], [-2.44262, -0.65095, -0.13660], [-1.11067, -0.30022, 0.07595], [-0.62631, 1.05459, 0.21287], [-3.42944, 0.33632, 0.03706], [2.86360, 0.38198, 0.26734], [-0.16769, -1.26138, 0.02962], [0.62241, 1.39360, 0.47047], [4.17964, 0.50752, 0.18290], [0.46277, -2.38481, 0.05223], [4.96021, 0.35306, 1.09187], [4.64524, 0.73796, -1.02874], [-5.25028, 0.07335, -0.14715], [-1.43880, 3.10989, 0.44478], [-3.54953, 2.49141, 0.65768], [-2.76947, -1.54005, -0.53511], [5.60541, 0.57649, -1.05443], [0.68412, -3.02949, -0.75377], [0.93826, -2.55922, 0.92958]], "forces_ev_per_angstrom": [[3.7, 0.0, 0.0], [0.7, -3.3, 0.0], [1.9, -0.6, -1.5], [-3.5, 3.2, 0.7], [3.0, -1.5, -0.9], [-0.6, 3.6, 1.2], [2.0, -0.5, 1.0], [-1.7, 0.1, 0.0], [-0.5, -2.4, -0.2], [-3.1, -0.5, -0.8], [2.2, -0.7, 1.5], [-0.4, 2.0, -0.5], [-1.1, 0.2, -0.8], [-0.9, 0.2, -1.1], [0.5, -0.1, -0.1], [0.5, 1.0, 0.3], [-2.4, 1.1, 0.5], [-0.2, -2.2, -0.6], [0.4, 0.1, 0.4], [-0.3, 1.1, 0.6], [0.0, -0.8, 0.4]], "molar_mass_g_mol": 268.1, "total_charge": 2, "smiles": "[NH2+]=C=C1C=C(Br)C=C/C1=N/C#C[N+](=O)O", "total_energy_ev": -88010.952, "max_force_ev_per_a": 4.7, "orbital_gap_ha": [0.220, 0.218]}

=====

# 2
{"formula": "C16H52N4O10", "method": "ωB97M-V/def2-TZVPD", "elements": ["C", "C", "O", "H", "H", "H", "H", "H", "H", "C", "C", "O", "H", "H", "H", "H", "H", "H", "C", "C", "O", "H", "H", "H", "H", "H", "H", "C", "C", "O", "H", "H", "H", "H", "H", "H", "C", "C", "O", "H", "H", "H", "H", "H", "H", "C", "C", "O", "H", "H", "H", "H", "H", "H", "C", "O", "N", "N", "H", "H", "H", "H", "C", "O", "N", "N", "H", "H", "H", "H", "C", "O", "H", "H", "H", "H", "C", "O", "H", "H", "H", "H"], "coordinates": [[0.23130, -1.71126, -3.01584], [-0.14890, -3.14468, -2.68427], [-0.62748, -3.08199, -1.36383], [0.87695, -1.25079, -2.28990], [-0.70368, -1.07841, -3.12637], [0.74611, -1.72736, -3.97593], [0.75303, -3.77637, -2.68075], [-0.95264, -3.36454, -3.39431], [-0.86984, -3.87263, -0.86881], [-4.27985, 3.26201, 0.11006], [-2.99046, 3.76916, 0.83693], [-2.76193, 2.87266, 1.82058], [-4.10201, 2.35713, -0.40728], [-4.73031, 3.94286, -0.52556], [-5.08092, 3.15087, 0.81872], [-3.11907, 4.58480, 1.51194], [-2.09611, 3.88451, 0.21839], [-2.99168, 3.13643, 2.70125], [0.44860, -3.87803, 2.15827], [-0.50180, -4.66713, 1.32738], [0.34183, -5.46082, 0.49444], [0.01604, -2.98113, 2.72979], [1.18653, -3.45402, 1.50336], [0.89790, -4.55001, 2.98128], [-1.23341, -4.07202, 0.74215], [-0.95318, -5.30932, 2.03423], [1.06822, -5.77583, 0.99051], [0.88579, 3.68735, -1.09147], [-0.11307, 4.55697, -1.81477], [-0.61791, 5.52360, -0.95725], [1.80721, 4.29980, -1.13005], [1.05025, 2.84808, -1.68500], [0.73096, 3.50118, -0.05188], [-1.01256, 4.00830, -2.04402], [0.26041, 4.98478, -2.81072], [-1.46905, 5.72453, -1.32882], [3.58908, -3.52484, 0.24090], [2.64151, -3.15875, -0.86394], [3.44095, -2.26704, -1.72659], [3.10967, -4.28912, 0.79746], [3.92068, -2.74477, 0.98869], [4.45658, -4.05045, -0.09572], [1.76454, -2.66904, -0.49830], [2.26481, -4.09399, -1.30501], [2.92120, -2.11022, -2.49470], [2.40214, 0.55637, 0.01739], [2.96885, -0.14166, 1.22399], [2.02402, -1.05076, 1.72032], [2.45782, -0.07771, -0.90786], [3.03290, 1.39168, -0.30619], [1.41667, 0.93772, 0.05806], [3.32256, 0.57749, 1.92994], [3.84591, -0.59188, 1.07204], [2.56108, -1.72214, 2.09366], [0.94965, 2.64596, 2.42352], [2.27508, 3.07745, 2.26705], [0.03383, 3.49679, 2.56679], [0.61715, 1.37669, 2.53393], [0.19229, 4.47571, 2.27418], [-0.88060, 3.17514, 2.42047], [-0.11751, 1.16139, 3.15351], [1.24780, 0.62777, 2.27194], [-1.15756, 0.00081, -0.24083], [-2.28218, -0.13867, -1.09549], [-1.03718, 1.07360, 0.52393], [-0.28825, -0.94507, 0.02822], [-1.91592, 1.56571, 0.62780], [-0.20655, 1.25950, 1.17453], [-0.38224, -1.72457, -0.58791], [0.59494, -0.86025, 0.45889], [-3.02627, -0.99716, 2.25842], [-1.86556, -1.72810, 2.24091], [-2.72266, 0.01814, 2.17358], [-3.73089, -1.13525, 3.10774], [-3.57107, -1.22748, 1.31904], [-1.40381, -1.43035, 1.43435], [-0.28292, 1.47857, -3.68774], [-1.59573, 1.46759, -3.28958], [-0.01543, 2.47024, -4.22072], [-0.17741, 0.69118, -4.34365], [0.35991, 1.39654, -2.84528], [-1.69712, 0.81856, -2.62417]], "forces_ev_per_angstrom": [[-1.1, 0.4, -1.0], [0.3, 0.7, 0.3], [-0.7, -0.2, 0.6], [0.3, 0.1, 0.4], [1.1, -0.8, 0.3], [0.0, 0.2, -0.2], [-0.6, -0.2, -0.7], [0.3, -0.9, 0.1], [0.3, -0.4, -1.0], [1.2, 0.9, 1.5], [-2.1, 1.0, -1.0], [2.0, -4.5, 2.3], [0.3, -1.0, -0.5], [-0.3, 1.6, -1.8], [-0.1, -0.5, 0.8], [-0.6, 2.3, -1.2], [-0.3, 0.0, -0.1], [-0.5, 0.4, 0.3], [-0.1, 1.8, 2.8], [1.1, 0.1, 0.3], [-1.8, 0.2, -2.1], [0.2, -1.4, -0.8], [0.6, 0.0, -0.1], [-0.3, 0.9, -1.4], [0.5, -0.5, 0.5], [-1.5, -0.8, 0.3], [1.1, -0.4, 0.9], [1.3, 2.9, -0.8], [-0.7, -0.9, -1.1], [0.3, 1.6, 1.0], [0.0, -0.5, 0.3], [0.4, -1.7, -0.6], [-0.7, -0.3, 0.4], [0.0, -1.1, -0.8], [-0.1, -0.5, 1.4], [-0.5, 0.6, 0.1], [0.0, 0.3, 1.3], [1.9, 0.7, -0.3], [-0.7, -1.3, 1.2], [-0.7, -0.7, 1.0], [-0.4, -0.5, -1.2], [0.8, 0.1, -0.7], [-0.5, 0.6, 0.3], [0.5, 0.3, -0.5], [-0.6, 0.4, -1.2], [2.0, -0.4, -2.4], [-2.1, 2.7, -0.5], [-0.7, 0.4, 0.2], [-0.3, 0.0, 1.0], [0.0, 0.1, 0.6], [-0.8, 0.4, 0.5], [-0.7, 1.0, 1.1], [3.3, -2.3, -1.6], [0.1, -1.4, 0.9], [11.5, 1.8, -0.4], [-6.4, -2.5, 0.2], [-2.8, 4.7, 0.0], [0.9, -2.0, 0.1], [0.2, -1.1, 0.5], [-1.7, -0.3, -0.2], [-0.9, -0.6, 0.6], [0.1, 0.3, 0.8], [-5.4, 0.8, -2.6], [5.6, 0.3, 3.8], [-0.2, 1.4, -0.2], [-0.4, -1.5, -1.3], [0.5, 0.3, 0.0], [-2.1, -0.7, -1.2], [0.0, -0.9, -0.4], [0.6, 0.5, 0.8], [-2.0, 0.3, -1.2], [1.4, -1.3, 0.6], [-0.4, 1.4, 0.3], [1.0, -0.3, -0.3], [-0.3, 0.3, 0.5], [0.1, -0.5, 0.4], [0.2, 3.0, -0.5], [-1.3, 1.9, -0.9], [-0.5, -1.5, 0.8], [1.1, -1.7, -1.7], [1.0, -0.3, 0.7], [-0.7, -1.3, 1.7]], "molar_mass_g_mol": 460.6, "smiles": "NC(N)=O.NC(N)=O.CCO.CCO.CCO.CCO.CCO.CCO.CO.CO", "e_above_lowest_kcal_mol": 74.2, "total_energy_ev": -43864.836, "max_force_ev_per_a": 11.6, "orbital_gap_ha": 0.343}

=====

# 3
{"formula": "C3H9NS", "method": "ωB97M-V/def2-TZVPD", "elements": ["C", "C", "C", "N", "S", "H", "H", "H", "H", "H", "H", "H", "H", "H"], "coordinates": [[-0.75611, -1.30481, -1.15649], [1.27167, 1.78803, 0.01269], [-0.56143, -0.29801, 1.10397], [-0.31474, -1.43259, 0.25266], [0.19508, 1.66989, 1.38149], [-0.06872, -0.62777, -1.66607], [-1.85196, -0.88521, -1.34339], [-0.68289, -2.27606, -1.39326], [1.97093, 2.53470, 0.32637], [0.68300, 2.16868, -0.91424], [1.54296, 0.82023, -0.26539], [0.67709, -1.47888, 0.39465], [-1.69335, 0.00446, 1.18778], [-0.41155, -0.68264, 2.07923]], "forces_ev_per_angstrom": [[-0.9, 3.7, 1.3], [-2.3, 2.1, -2.2], [-3.9, 1.6, 1.7], [-0.8, 3.3, 0.6], [-1.5, -2.7, 0.4], [-0.2, -0.3, -0.6], [2.3, -1.0, 1.0], [0.0, -3.3, -2.3], [1.1, -0.1, -0.5], [1.1, -0.3, 1.4], [1.5, -1.3, -0.2], [0.8, -1.1, -0.9], [2.0, -0.7, -0.9], [0.7, 0.1, 1.1]], "molar_mass_g_mol": 91.2, "smiles": "CNCSC", "e_above_lowest_kcal_mol": 61.4, "total_energy_ev": -15579.668, "max_force_ev_per_a": 4.6, "orbital_gap_ha": 0.331}